Record 1
A molecular structure, C66H55B2BrF8MnN11O22 in a non-equilibrium geometry, computed with ωB97M-V/def2-TZVPD.

## Properties
⟨S²⟩	8.753
2S+1	6
energy relative to the best compared isomer or geometry (same formula, charge and spin)	0.0	kcal/mol
HOMO-LUMO gap (spin up / spin down)	6.40 / 6.41	eV
LUMO energy (spin up / spin down)	0.35 / 0.32	eV
charge	-1

Each line ends with the Löwdin spin population.
Cartesian coordinates (Å):
Mn: 1.14 1.85 -1.00  4.6750
Br: 3.08 2.59 0.59  0.0596
B: -0.13 -0.24 -0.40  0.0061
F: 0.23 -1.55 -0.68  0.0012
F: -1.39 -0.11 0.18  0.0006
F: 0.85 0.32 0.33  0.0424
F: -0.23 0.41 -1.61  0.0425
B: 1.29 3.57 -2.57  0.0073
F: 1.35 4.48 -3.62  0.0010
F: 0.38 2.56 -2.83  0.0388
F: 2.42 2.88 -2.35  0.0375
F: 0.79 4.07 -1.42  0.0262
C: -5.72 -1.35 -0.06  0.0000
C: -5.96 -0.56 1.06  0.0000
C: -4.93 -0.54 2.06  0.0000
C: -3.79 -1.34 2.01  0.0000
C: -3.64 -2.22 0.93  0.0000
C: -4.59 -2.11 -0.15  0.0000
N: -2.90 -1.43 3.18  0.0000
O: -3.05 -0.60 4.11  0.0000
O: -1.99 -2.26 3.25  0.0000
H: -6.38 -1.35 -0.91  0.0000
H: -6.88 0.00 1.14  0.0000
H: -5.09 0.04 2.95  0.0000
H: -2.81 -2.90 0.89  0.0000
H: -4.51 -2.74 -1.02  0.0000
C: 0.76 -1.03 4.77  0.0000
C: 1.71 -0.99 5.79  0.0000
C: 2.70 -0.11 5.73  0.0000
C: 2.69 0.85 4.72  0.0000
C: 1.68 0.91 3.74  0.0003
C: 0.65 0.01 3.84  0.0001
N: 3.78 1.81 4.70  0.0001
O: 4.09 2.46 5.71  0.0002
O: 4.28 2.16 3.67  0.0010
H: -0.06 -1.72 4.86  0.0000
H: 1.67 -1.74 6.56  0.0000
H: 3.47 -0.22 6.48  0.0000
H: 1.83 1.74 3.07  0.0004
H: -0.23 0.11 3.21  0.0000
C: 2.79 -5.18 -2.59  0.0000
C: 2.17 -4.19 -3.22  0.0000
C: 2.25 -2.85 -2.82  0.0000
C: 3.25 -2.60 -1.85  0.0008
C: 3.89 -3.60 -1.21  0.0001
C: 3.69 -4.91 -1.61  0.0001
N: 3.50 -1.15 -1.39  0.0012
O: 2.61 -0.35 -1.62  0.0144
O: 4.48 -0.90 -0.78  0.0000
H: 2.55 -6.21 -2.80  0.0000
H: 1.37 -4.40 -3.92  0.0000
H: 1.65 -2.09 -3.29  0.0000
H: 4.54 -3.38 -0.38  0.0000
H: 4.23 -5.67 -1.05  0.0000
C: 3.81 -3.35 3.37  0.0000
C: 3.31 -2.13 2.91  0.0000
C: 4.21 -1.12 2.51  0.0001
C: 5.60 -1.29 2.57  0.0000
C: 6.03 -2.59 2.99  0.0000
C: 5.15 -3.57 3.41  0.0000
N: 6.46 -0.18 2.21  0.0000
O: 7.67 -0.33 2.16  0.0000
O: 5.94 0.84 1.92  0.0007
H: 3.16 -4.10 3.78  0.0000
H: 2.26 -1.90 2.84  0.0000
H: 3.76 -0.19 2.18  0.0002
H: 7.09 -2.77 3.04  0.0000
H: 5.58 -4.46 3.86  0.0000
C: -3.10 3.43 -1.54  0.0000
C: -2.93 4.83 -1.67  0.0000
C: -3.41 5.68 -0.72  0.0000
C: -4.21 5.17 0.31  0.0000
C: -4.34 3.79 0.48  0.0000
C: -3.69 2.92 -0.42  0.0000
N: -4.75 6.09 1.36  0.0000
O: -4.71 7.29 1.14  0.0000
O: -5.29 5.55 2.39  0.0000
H: -2.58 2.82 -2.27  0.0000
H: -2.35 5.25 -2.48  0.0000
H: -3.18 6.72 -0.90  0.0000
H: -4.85 3.34 1.32  0.0000
H: -3.70 1.86 -0.25  0.0000
C: 0.32 -4.71 0.38  0.0000
C: 0.02 -5.99 0.16  0.0000
C: -0.70 -6.71 1.04  0.0000
C: -1.08 -6.20 2.28  0.0000
C: -0.62 -4.97 2.62  0.0000
C: -0.03 -4.18 1.60  0.0000
N: -1.89 -7.07 3.24  0.0000
O: -2.30 -6.65 4.32  0.0000
O: -2.22 -8.13 2.83  0.0000
H: 0.83 -4.12 -0.36  0.0000
H: 0.30 -6.47 -0.76  0.0000
H: -1.01 -7.67 0.65  0.0000
H: -0.82 -4.59 3.61  0.0000
H: 0.21 -3.15 1.81  0.0000
C: -1.19 1.22 6.35  0.0000
C: -0.62 1.42 7.57  0.0000
C: 0.07 2.56 7.92  0.0000
C: 0.10 3.62 6.96  0.0000
C: -0.51 3.53 5.72  0.0000
C: -1.14 2.28 5.42  0.0001
N: 0.93 4.84 7.28  0.0000
O: 1.43 4.96 8.37  0.0000
O: 0.98 5.75 6.55  0.0000
H: -1.71 0.31 6.12  0.0000
H: -0.62 0.71 8.39  0.0000
H: 0.42 2.69 8.93  0.0000
H: -0.53 4.34 5.01  0.0000
H: -1.72 2.11 4.52  0.0000
C: -2.09 0.99 -4.91  0.0000
C: -2.60 1.16 -6.21  0.0000
C: -3.87 0.89 -6.58  0.0000
C: -4.71 0.38 -5.60  0.0000
C: -4.29 0.21 -4.29  0.0000
C: -2.96 0.44 -3.95  0.0001
N: -6.10 0.12 -6.08  0.0000
O: -6.71 -0.82 -5.52  0.0000
O: -6.57 0.83 -6.96  0.0000
H: -1.06 1.17 -4.63  0.0000
H: -1.88 1.36 -6.99  0.0000
H: -4.14 1.09 -7.61  0.0000
H: -4.89 -0.15 -3.47  0.0000
H: -2.47 0.35 -2.99  0.0001
C: -1.12 7.46 2.50  0.0002
C: -0.34 6.99 1.44  0.0000
C: -0.15 5.59 1.18  0.0005
C: -0.93 4.67 1.85  0.0016
C: -1.69 5.13 2.92  0.0004
C: -1.81 6.51 3.25  0.0001
N: -0.89 3.25 1.46  0.0089
O: -1.38 2.46 2.29  0.0146
O: -0.24 2.87 0.41  0.0145
H: -1.03 8.50 2.79  0.0000
H: 0.21 7.74 0.88  0.0000
H: 0.37 5.29 0.29  0.0001
H: -2.18 4.43 3.58  0.0000
H: -2.42 6.88 4.06  0.0000
C: 5.80 1.70 -6.70  0.0000
C: 4.71 1.80 -7.56  0.0000
C: 3.40 1.64 -7.08  0.0000
C: 3.18 1.32 -5.69  0.0000
C: 4.29 1.24 -4.86  0.0000
C: 5.63 1.31 -5.35  0.0000
N: 1.81 0.85 -5.27  0.0000
O: 1.69 0.28 -4.21  0.0002
O: 0.85 1.20 -5.99  0.0003
H: 6.84 1.85 -6.94  0.0000
H: 4.92 1.92 -8.61  0.0000
H: 2.50 1.63 -7.68  0.0000
H: 4.16 0.99 -3.82  0.0000
H: 6.47 1.21 -4.69  0.0000
C: -1.25 -2.89 -3.54  0.0000
C: -0.59 -2.63 -4.75  0.0000
C: -0.31 -3.68 -5.61  0.0000
C: -0.65 -4.97 -5.25  0.0000
C: -1.23 -5.22 -4.02  0.0000
C: -1.50 -4.18 -3.15  0.0000
N: -0.35 -6.09 -6.19  0.0000
O: 0.06 -5.72 -7.29  0.0000
O: -0.62 -7.21 -5.82  0.0000
H: -1.44 -2.07 -2.86  0.0000
H: -0.23 -1.65 -5.02  0.0000
H: 0.14 -3.43 -6.56  0.0000
H: -1.57 -6.22 -3.76  0.0000
H: -2.08 -4.31 -2.25  0.0000

Record 2
11 unconnected molecules or ions with the total composition C66H55N11O22 in a non-equilibrium geometry, computed with ωB97M-V/def2-TZVPD.

## Properties
⟨S²⟩	0.768
2S+1	2
HOMO-LUMO gap (spin up / spin down)	7.30 / 2.93	eV
LUMO energy (spin up / spin down)	-4.25 / -8.62	eV
charge	+1

Each line ends with the Löwdin spin population.
Cartesian coordinates (Å):
C: 17.75 -0.33 0.77  0.0000
C: 18.64 -0.38 -0.29  0.0000
C: 18.31 -1.19 -1.40  0.0000
C: 17.21 -2.04 -1.42  0.0000
C: 16.33 -2.04 -0.30  0.0000
C: 16.56 -1.13 0.72  0.0000
N: 16.97 -2.93 -2.65  0.0000
O: 15.97 -3.68 -2.67  0.0000
O: 17.78 -2.79 -3.57  0.0000
H: 17.98 0.24 1.66  0.0000
H: 19.53 0.24 -0.30  0.0000
H: 18.86 -1.11 -2.32  0.0000
H: 15.46 -2.67 -0.21  0.0000
H: 15.85 -1.00 1.52  0.0000
C: 12.96 -10.85 -0.52  0.0058
C: 13.89 -11.77 -0.09  0.1880
C: 13.57 -13.16 -0.14  0.2267
C: 12.34 -13.52 -0.67  0.0126
C: 11.43 -12.61 -1.18  0.2211
C: 11.75 -11.23 -1.05  0.2233
N: 11.91 -14.96 -0.60  -0.0046
O: 12.58 -15.72 -0.08  0.0007
O: 10.74 -15.28 -0.89  -0.0005
H: 13.13 -9.79 -0.41  -0.0030
H: 14.83 -11.52 0.38  0.0056
H: 14.26 -13.90 0.23  0.0064
H: 10.61 -13.01 -1.77  0.0061
H: 11.03 -10.47 -1.31  0.0077
C: 25.39 -4.98 -3.73  0.0000
C: 24.52 -4.34 -4.57  0.0000
C: 23.41 -3.65 -4.01  0.0000
C: 23.19 -3.59 -2.61  0.0000
C: 24.15 -4.08 -1.77  0.0000
C: 25.18 -4.86 -2.37  0.0000
N: 21.93 -3.11 -2.04  0.0000
O: 21.03 -3.29 -2.84  0.0000
O: 21.90 -2.43 -0.97  0.0000
H: 25.94 -5.82 -4.12  0.0000
H: 24.73 -4.43 -5.63  0.0000
H: 22.59 -3.25 -4.60  0.0000
H: 24.06 -4.14 -0.69  0.0000
H: 25.84 -5.49 -1.80  0.0000
C: 16.81 -5.59 -5.87  0.0000
C: 17.30 -4.67 -6.85  0.0000
C: 17.06 -5.01 -8.16  0.0000
C: 16.41 -6.23 -8.50  0.0000
C: 16.04 -7.14 -7.46  0.0000
C: 16.16 -6.79 -6.17  0.0000
N: 16.25 -6.61 -9.93  0.0000
O: 15.60 -7.56 -10.24  0.0000
O: 16.65 -5.82 -10.75  0.0000
H: 16.79 -5.26 -4.84  0.0000
H: 17.86 -3.80 -6.54  0.0000
H: 17.24 -4.32 -8.97  0.0000
H: 15.35 -7.96 -7.64  0.0000
H: 15.69 -7.35 -5.37  0.0000
C: 19.00 -10.85 -7.14  0.0000
C: 20.16 -11.74 -7.01  0.0000
C: 20.56 -12.26 -5.82  0.0000
C: 19.87 -11.88 -4.71  0.0000
C: 18.79 -11.00 -4.71  0.0000
C: 18.29 -10.56 -5.95  0.0000
N: 20.45 -12.31 -3.36  0.0000
O: 19.96 -11.80 -2.35  0.0000
O: 21.51 -13.03 -3.24  0.0000
H: 18.58 -10.46 -8.06  0.0000
H: 20.80 -11.90 -7.87  0.0000
H: 21.52 -12.75 -5.80  0.0000
H: 18.38 -10.63 -3.79  0.0000
H: 17.44 -9.89 -5.97  0.0000
C: 16.75 -13.63 -1.96  0.0070
C: 18.00 -14.22 -2.04  0.0002
C: 18.25 -15.12 -3.07  0.0073
C: 17.32 -15.39 -4.08  0.0038
C: 16.06 -14.81 -3.97  0.0032
C: 15.76 -13.98 -2.90  0.0119
N: 17.53 -16.34 -5.21  0.0001
O: 18.66 -16.70 -5.54  0.0008
O: 16.56 -16.85 -5.76  -0.0004
H: 16.50 -13.00 -1.12  0.0010
H: 18.74 -13.99 -1.28  -0.0001
H: 19.25 -15.47 -3.30  0.0003
H: 15.27 -15.07 -4.66  0.0000
H: 14.75 -13.59 -2.95  0.0009
C: 20.03 -1.04 3.51  0.0000
C: 20.27 -1.46 2.20  0.0000
C: 20.03 -2.85 1.89  0.0000
C: 19.36 -3.65 2.84  0.0000
C: 19.07 -3.11 4.14  0.0000
C: 19.60 -1.92 4.54  0.0000
N: 18.90 -5.06 2.60  0.0000
O: 19.08 -5.54 1.49  0.0000
O: 18.69 -5.72 3.61  0.0000
H: 20.26 -0.05 3.88  0.0000
H: 20.50 -0.77 1.40  0.0000
H: 20.09 -3.14 0.85  0.0000
H: 18.49 -3.73 4.81  0.0000
H: 19.56 -1.68 5.59  0.0000
C: 20.62 -7.25 -5.62  0.0000
C: 20.67 -6.84 -6.93  0.0000
C: 21.85 -7.06 -7.68  0.0000
C: 22.94 -7.77 -7.13  0.0000
C: 22.88 -8.17 -5.75  0.0000
C: 21.70 -7.96 -5.06  0.0000
N: 24.17 -8.12 -8.00  0.0000
O: 23.99 -8.17 -9.21  0.0000
O: 25.22 -8.51 -7.52  0.0000
H: 19.71 -7.06 -5.06  0.0000
H: 19.87 -6.28 -7.40  0.0000
H: 21.82 -6.80 -8.73  0.0000
H: 23.74 -8.65 -5.32  0.0000
H: 21.76 -8.14 -4.00  0.0000
C: 15.64 -9.11 4.18  -0.0001
C: 14.93 -10.31 3.92  0.0008
C: 15.52 -11.21 3.05  0.0012
C: 16.80 -11.01 2.51  0.0003
C: 17.44 -9.74 2.76  0.0002
C: 16.89 -8.82 3.65  0.0008
N: 17.48 -11.98 1.59  0.0000
O: 16.94 -13.05 1.33  -0.0001
O: 18.59 -11.61 1.08  0.0000
H: 15.21 -8.41 4.88  0.0000
H: 13.96 -10.43 4.39  0.0000
H: 15.04 -12.17 2.95  0.0002
H: 18.35 -9.41 2.29  0.0000
H: 17.52 -7.96 3.80  0.0000
C: 11.39 -8.64 -4.01  -0.0002
C: 10.13 -9.27 -4.25  0.0099
C: 10.11 -10.63 -4.60  -0.0021
C: 11.31 -11.42 -4.61  0.0165
C: 12.56 -10.78 -4.31  0.0255
C: 12.55 -9.38 -4.02  0.0077
N: 11.30 -12.88 -4.98  0.0006
O: 10.33 -13.49 -5.32  -0.0004
O: 12.45 -13.37 -5.11  0.0023
H: 11.47 -7.56 -3.97  -0.0002
H: 9.22 -8.70 -4.17  0.0005
H: 9.23 -11.16 -4.94  -0.0003
H: 13.49 -11.25 -4.02  -0.0001
H: 13.50 -8.93 -3.77  0.0001
C: 19.58 -6.45 -1.79  0.0000
C: 19.50 -7.46 -0.80  0.0000
C: 18.53 -8.41 -0.76  0.0000
C: 17.58 -8.48 -1.78  0.0002
C: 17.65 -7.41 -2.74  0.0000
C: 18.60 -6.34 -2.73  0.0000
N: 16.56 -9.51 -1.88  0.0002
O: 16.46 -10.34 -0.96  0.0050
O: 15.88 -9.63 -2.94  -0.0002
H: 20.39 -5.74 -1.81  0.0000
H: 20.19 -7.46 0.03  0.0000
H: 18.44 -9.14 0.04  0.0000
H: 16.82 -7.41 -3.43  0.0000
H: 18.45 -5.66 -3.55  0.0000